(1)
{
  "formula": "C49H41AgBrI2NO2P2STe",
  "method": "ωB97M-V with the def2-TZVPD basis set",
  "homo_lumo_gap_ev": [5.241, 5.242],
  "e_tot_ev": -184015.2672,
  "max_force_ev_per_a": 0.8,
  "charge": -2,
  "species": ["Ag", "C", "N", "C", "P", "C", "C", "C", "C", "C", "C", "C", "C", "C", "C", "C", "C", "C", "C", "C", "C", "C", "C", "P", "C", "C", "C", "C", "C", "C", "C", "C", "C", "C", "C", "C", "H", "H", "H", "H", "H", "H", "H", "H", "H", "H", "H", "H", "H", "H", "H", "H", "H", "H", "H", "H", "H", "H", "H", "H", "H", "H", "H", "H", "H", "Br", "C", "C", "C", "C", "C", "C", "C", "O", "O", "H", "H", "H", "H", "Te", "C", "C", "C", "C", "S", "H", "H", "H", "I", "I", "C", "C", "C", "C", "C", "C", "H", "H", "H", "H", "H"],
  "xyz": [[-0.15873, 0.91095, -1.18893], [-2.90720, -0.49835, 2.44510], [-2.07684, -0.90417, 3.56631], [-0.85630, -1.67182, 3.33112], [0.37673, -0.62131, 2.32794], [0.24343, 0.79543, 3.50851], [0.72552, 0.76327, 4.81269], [0.48939, 1.81914, 5.68689], [-0.25322, 2.91362, 5.27057], [-0.73785, 2.95696, 3.96901], [-0.47557, 1.91622, 3.09316], [1.86711, -1.52899, 2.89642], [3.03138, -0.89956, 3.33431], [4.14502, -1.64181, 3.70066], [4.12707, -3.02698, 3.61168], [2.98547, -3.66442, 3.14665], [1.86642, -2.92245, 2.79719], [-2.69158, -0.92239, 4.80918], [-1.94523, -1.05152, 5.99798], [-2.55626, -1.00083, 7.23464], [-3.93325, -0.84127, 7.35618], [-4.68122, -0.73155, 6.19742], [-4.08195, -0.76707, 4.94499], [-2.12028, -0.22694, 0.75010], [-1.98170, -2.02145, 0.27806], [-3.05972, -2.90380, 0.36290], [-2.89630, -4.25509, 0.09730], [-1.64951, -4.74478, -0.28179], [-0.57967, -3.87197, -0.40715], [-0.74554, -2.52069, -0.12326], [-3.70146, 0.22796, -0.07408], [-4.11786, -0.34898, -1.27080], [-5.21410, 0.15248, -1.95911], [-5.90913, 1.24674, -1.46789], [-5.48233, 1.85752, -0.29700], [-4.38050, 1.36097, 0.38075], [-3.37789, 0.44953, 2.71434], [-3.71235, -1.22033, 2.25539], [-1.09866, -2.60076, 2.80096], [-0.41162, -1.94147, 4.28293], [1.28998, -0.09573, 5.15757], [0.88464, 1.78038, 6.69564], [-0.44640, 3.73391, 5.95146], [-1.31047, 3.81016, 3.62655], [-0.81883, 1.97910, 2.06639], [3.06770, 0.18160, 3.37861], [5.03417, -1.13023, 4.04945], [5.00082, -3.60431, 3.88918], [2.96576, -4.74279, 3.04400], [0.98791, -3.43814, 2.42713], [-0.87242, -1.15611, 5.95021], [-1.93928, -1.07241, 8.12315], [-4.40443, -0.79937, 8.32977], [-5.75832, -0.62280, 6.25538], [-4.70783, -0.68503, 4.06984], [-4.04645, -2.53382, 0.61895], [-3.74354, -4.92540, 0.18480], [-1.52136, -5.80015, -0.49317], [0.39468, -4.21495, -0.73562], [0.11100, -1.86679, -0.25686], [-3.57797, -1.18910, -1.68501], [-5.50740, -0.30490, -2.89635], [-6.75949, 1.64257, -2.00918], [-5.97907, 2.74790, 0.06654], [-4.01964, 1.90016, 1.24981], [6.41170, 2.23698, -5.01246], [5.15354, 1.11337, -4.11605], [3.84936, 1.54618, -3.96367], [2.95056, 0.73114, -3.28795], [3.34435, -0.50309, -2.78914], [4.65493, -0.92286, -2.98527], [5.57396, -0.11732, -3.64136], [2.39814, -1.39199, -1.99931], [2.59616, -2.61380, -2.05060], [1.49389, -0.81084, -1.32474], [3.54073, 2.50992, -4.34507], [1.92640, 1.05335, -3.16054], [4.93678, -1.90145, -2.61869], [6.59752, -0.43772, -3.78338], [2.06322, 1.44662, 0.44217], [2.31799, 3.27905, 1.48849], [2.43035, 3.52562, 2.83142], [2.75659, 4.87706, 3.14172], [2.90196, 5.64871, 2.02628], [2.64120, 4.71980, 0.61304], [2.27149, 2.76474, 3.58346], [2.85999, 5.25444, 4.15121], [3.13130, 6.70171, 1.97014], [-1.70843, 3.03849, -1.66030], [-3.52885, 5.43933, -1.73374], [-1.08345, -0.94713, -5.59932], [-1.32125, -1.67362, -4.44196], [-1.23522, -1.06092, -3.19533], [-0.89937, 0.28368, -3.07814], [-0.68386, 1.00866, -4.24856], [-0.77345, 0.40107, -5.49743], [-1.14395, -1.42548, -6.57013], [-1.55537, -2.73138, -4.49638], [-1.42300, -1.66567, -2.32049], [-0.45601, 2.06579, -4.20308], [-0.60131, 0.99165, -6.39079]],
  "forces_ev_per_a": [[0.8, -0.1, -0.2], [0.1, -0.1, -0.1], [-0.1, -0.1, 0.0], [-0.2, 0.2, -0.1], [0.0, -0.2, 0.7], [0.2, 0.0, -0.1], [0.0, 0.0, 0.1], [0.0, 0.0, 0.0], [0.0, 0.0, 0.0], [0.0, 0.0, 0.0], [0.0, 0.0, 0.0], [0.0, 0.0, 0.0], [0.0, 0.0, 0.0], [0.0, 0.0, 0.0], [0.0, 0.0, 0.0], [0.0, 0.0, 0.0], [0.0, 0.0, 0.0], [0.1, 0.0, 0.0], [0.0, 0.0, 0.0], [0.0, 0.0, 0.0], [0.0, 0.0, 0.0], [0.0, 0.0, 0.0], [0.0, 0.0, 0.0], [-0.3, -0.6, -0.2], [0.0, 0.1, 0.0], [0.0, 0.0, 0.0], [0.0, 0.0, 0.0], [0.0, 0.0, 0.0], [0.0, -0.1, 0.0], [0.1, 0.0, 0.0], [0.0, 0.2, 0.0], [-0.1, -0.1, 0.0], [0.0, 0.0, 0.0], [0.0, 0.0, 0.0], [0.0, 0.0, 0.0], [0.0, 0.0, 0.0], [0.0, 0.0, -0.1], [0.0, 0.0, 0.1], [0.1, 0.0, 0.0], [0.0, -0.1, 0.0], [0.0, 0.0, 0.0], [0.0, 0.0, 0.0], [0.0, 0.0, 0.0], [0.0, 0.0, 0.0], [0.0, 0.0, 0.0], [0.0, 0.0, 0.0], [0.0, 0.0, 0.0], [0.0, 0.0, 0.0], [0.0, 0.0, 0.0], [0.0, 0.0, 0.0], [0.0, 0.0, 0.0], [0.0, 0.0, 0.0], [0.0, 0.0, 0.0], [0.0, 0.0, 0.0], [0.0, 0.0, 0.0], [0.0, 0.0, 0.0], [0.0, 0.0, 0.0], [0.0, 0.0, 0.0], [0.0, 0.0, 0.0], [0.0, 0.0, 0.0], [0.0, 0.0, 0.0], [0.0, 0.0, 0.0], [0.0, 0.0, 0.0], [0.0, 0.0, 0.0], [0.0, 0.0, 0.0], [0.0, 0.0, 0.0], [0.0, 0.0, 0.0], [0.0, 0.0, 0.0], [0.0, 0.0, 0.0], [0.1, 0.1, 0.1], [0.0, 0.0, -0.1], [0.0, 0.0, 0.0], [-0.2, -0.3, 0.0], [0.0, 0.1, 0.0], [-0.1, 0.1, 0.0], [0.0, 0.0, 0.0], [0.0, 0.0, 0.1], [0.0, 0.0, 0.0], [0.0, 0.0, 0.0], [0.2, 0.3, -0.1], [0.0, -0.1, -0.1], [0.0, 0.0, 0.0], [0.0, 0.0, 0.0], [0.0, 0.0, 0.1], [-0.1, 0.1, -0.1], [0.0, 0.0, 0.0], [0.0, 0.0, 0.0], [0.0, 0.0, 0.0], [-0.3, 0.1, 0.1], [0.0, 0.0, 0.0], [0.0, 0.0, 0.0], [0.0, 0.0, 0.0], [-0.1, 0.0, -0.1], [0.0, 0.4, 0.1], [-0.1, 0.0, -0.1], [0.0, 0.0, 0.0], [0.0, 0.0, 0.0], [0.0, 0.0, 0.0], [0.1, 0.0, 0.0], [0.1, 0.0, 0.0], [0.0, 0.0, 0.0]]
}


(2)
{
  "formula": "C3H5IN2",
  "method": "ωB97M-V with the def2-TZVPD basis set",
  "homo_lumo_gap_ev": [7.709, 7.709],
  "e_tot_ev": -14266.9973,
  "max_force_ev_per_a": 1.9,
  "charge": 0,
  "species": ["C", "C", "C", "N", "N", "I", "H", "H", "H", "H", "H"],
  "xyz": [[0.30526, -2.62727, -0.54191], [-0.66414, 0.83335, 0.83079], [0.03506, 2.11484, 0.43073], [0.66434, -1.61235, 0.14480], [0.90771, -0.63085, 0.64006], [-2.02342, 0.39156, -0.80075], [-0.31783, -3.31508, 0.00646], [0.32129, -2.69572, -1.62994], [0.33901, 2.09115, -0.62959], [-0.58618, 3.06293, 0.63988], [1.01890, 2.38742, 0.90947]],
  "forces_ev_per_a": [[-0.9, -0.9, 0.2], [-0.5, 0.6, 0.5], [1.3, 1.3, -0.5], [-0.5, -0.1, -1.5], [0.7, 1.2, 0.6], [0.4, -0.1, 0.3], [0.1, -0.2, 0.0], [0.6, 0.5, 0.5], [-0.5, 0.4, 0.1], [0.4, -1.7, -0.4], [-1.0, -0.9, 0.4]]
}


Asked for energy relative to the best compared isomer or geometry (same formula, charge and spin) across the records above, the calculation gives 1.4040, 4.6086 eV in order.